No. 1
# C23H53CeNO4P3

A molecular structure, C23H53CeNO4P3 at a distorted geometry (ωB97M-V/def2-TZVPD, OMol25).

XYZ file:
```
85
Properties=species:S:1:pos:R:3:lowdin_charge:R:1
Ce -1.2464 -0.6248 0.7717 0.95
P -1.4217 2.3987 1.0536 1.00
P 1.2156 -0.1301 -2.8071 1.12
P 0.0399 -1.6600 2.8957 0.84
O -1.8229 -2.4021 -0.1221 -0.50
O -0.6793 -3.0103 3.4544 -0.38
O 1.4084 -1.4109 3.7398 -0.37
O 0.8164 0.5960 -0.2157 -0.28
N -1.5358 0.9620 -1.5861 -0.16
C -1.8984 1.9577 2.8034 -0.55
C 2.3176 -0.0059 -5.3682 -0.08
C -2.6390 -3.5344 -0.3410 -0.33
C 2.0371 0.8220 -4.1000 -0.49
C 1.6196 -2.4617 -1.2884 -0.09
C 0.1513 4.5556 1.9158 -0.11
C -3.3532 -3.4771 -1.6751 -0.07
C -2.9512 2.3098 0.0209 -0.31
C 2.7337 -1.7003 3.1966 -0.29
C -2.2092 5.1693 1.1208 -0.10
C -2.9780 2.8610 3.4036 -0.10
C -0.4950 -0.5875 -3.2558 -0.22
C 3.2828 1.5526 -3.5733 -0.08
C -0.0620 -4.3345 3.6480 -0.24
C -0.6269 1.8775 3.6772 -0.12
C -1.0172 4.2011 0.9785 -0.52
C -2.7063 1.8447 -1.4291 -0.27
C 3.7369 -1.3471 4.2626 -0.07
C 0.2819 -5.0020 2.3399 -0.07
C 0.8795 1.1040 -1.4546 -0.38
C 2.0991 -1.7131 -2.5331 -0.45
C -1.5863 0.4425 -2.9543 -0.26
C 3.6255 -1.5907 -2.5583 -0.08
H 3.9904 -0.8852 -1.8027 0.10
H 0.8222 -4.2042 4.2923 0.12
H 1.1307 -4.5171 1.8496 0.06
H -3.8958 2.8736 2.8005 0.08
H -0.6408 4.2972 -0.0587 0.11
H -0.5929 2.7179 4.3857 0.09
H -3.6595 1.5977 0.5019 0.10
H -0.6293 0.9415 4.2542 0.06
H -2.6239 5.4144 0.1343 0.08
H 1.8048 -2.3137 -3.4174 0.13
H -3.2500 2.4705 4.3955 0.10
H -3.3484 -3.5939 0.4825 0.12
H -4.0159 -4.3422 -1.7354 0.09
H -0.5774 -5.0241 1.6558 0.07
H -3.4186 3.3095 0.0088 0.08
H 3.5474 2.3524 -4.2776 0.10
H -2.3248 0.9305 2.7226 0.06
H -0.2157 1.5912 -1.5605 0.10
H -2.5873 -0.0419 -3.1850 0.15
H -2.6217 3.8905 3.5462 0.08
H 4.0668 -2.5707 -2.3330 0.10
H 4.7465 -1.5481 3.8991 0.09
H 4.0117 -1.2903 -3.5404 0.07
H 1.8884 -1.9282 -0.3657 0.07
H -1.9695 -4.4115 -0.2927 0.12
H -0.4835 -0.7992 -4.3379 0.12
H 4.1473 0.8826 -3.4996 0.07
H -2.6641 -3.5268 -2.5165 0.07
H -0.1353 4.5004 2.9753 0.08
H -3.9651 -2.5653 -1.7636 0.08
H 0.4642 5.5865 1.7033 0.09
H 1.2856 1.5865 -4.3573 0.12
H 2.7837 -2.7643 2.9342 0.11
H -2.5707 2.7399 -2.0782 0.13
H 1.9511 -1.0397 -5.3190 0.07
H -0.8159 -4.8819 4.1970 0.12
H 3.6804 -0.2871 4.5226 0.09
H 1.0183 3.9014 1.7418 0.08
H 2.1139 -3.4384 -1.2479 0.10
H 0.5660 -6.0379 2.5542 0.09
H 1.8294 0.4719 -6.2251 0.09
H -3.6435 1.3246 -1.7966 0.15
H 0.5368 -2.6633 -1.2847 0.06
H -0.7291 -1.5426 -2.7505 0.09
H 1.0788 2.1679 -1.8474 0.15
H 3.1201 2.0192 -2.5957 0.07
H 3.5749 -1.9422 5.1667 0.09
H -1.4909 1.2824 -3.6690 0.13
H -1.8629 6.1099 1.5702 0.09
H 2.8793 -1.0919 2.2950 0.11
H 0.3067 1.8858 3.0909 0.07
H 3.3923 -0.0373 -5.5895 0.09
H -3.0214 4.7810 1.7470 0.06
```

Calculated values
**HOMO-LUMO gap (alpha / beta)**: 3.4 / 3.4 eV
**Total energy**: -2762.39477 Ha
**<S²>**: 0.752
**2S+1**: 2
**Charge**: +2
**Energy above the lowest of the compared OMol25 structures with the same formula, charge and spin**: 138.6 kJ/mol

No. 2
# C23H53F2IrN12S

A molecular structure, C23H53F2IrN12S at a distorted geometry (ωB97M-V/def2-TZVPD, OMol25).

XYZ file:
```
92
Properties=species:S:1:pos:R:3:lowdin_charge:R:1
Ir 0.3433 -0.6037 0.4516 1.43
S -2.3597 -1.5165 -0.1825 0.82
F 1.2708 -3.3026 0.2039 -0.04
F 0.5495 -2.9259 2.2137 0.00
N -4.7980 -1.9730 0.6724 0.15
N 0.6396 -1.1204 -1.6330 -0.02
N 0.8077 1.6378 -0.0291 -0.01
N -4.3384 0.2378 0.3259 0.16
N -0.7406 2.6338 -1.4872 -0.13
N -1.0365 -0.3300 2.6519 -0.18
N 2.5933 -0.5048 0.3134 -0.18
N 1.1445 -0.4122 2.4100 -0.06
N 0.2627 -1.3815 -3.9089 -0.15
N 0.3668 -0.2494 4.6356 -0.08
N -1.1039 -2.5466 -2.4391 -0.22
N 1.0948 3.8410 -0.8692 -0.20
C -3.9370 -1.0331 0.3074 -0.80
C -0.9456 3.4900 -2.6547 -0.01
C -0.0674 -1.6803 -2.6264 -0.37
C -1.7662 1.6515 -1.2998 -0.09
C 3.0550 0.9228 0.3455 -0.11
C 3.1092 -1.2881 1.4575 -0.13
C 2.9228 -1.1466 -0.9743 -0.13
C -0.9089 -3.8760 -1.8738 -0.05
C -2.0281 -1.3381 3.0695 -0.05
C 0.4878 -0.0203 -4.3751 -0.02
C 0.1734 -2.3828 -4.9698 0.00
C 0.2940 -2.6280 0.8954 -0.45
C 0.2158 -0.3712 3.3129 -0.38
C -0.5821 -0.7532 5.6383 0.00
C 0.4505 5.0985 -0.5137 -0.03
C 1.9658 -0.6134 -1.9997 -0.20
C 2.4949 3.9328 -1.2366 -0.04
C 1.5258 0.4440 5.2147 0.00
C -1.5968 1.0336 2.7124 -0.02
C -2.3271 -2.3529 -3.2158 -0.05
C 1.9693 1.8729 0.8153 -0.20
C 2.5405 -0.6854 2.7117 -0.15
C 0.4020 2.6528 -0.7740 -0.36
H 1.0035 5.5757 0.2981 0.10
H -1.9126 1.2845 3.7285 0.11
H -0.5683 4.9177 -0.1805 0.10
H 3.0639 0.2318 2.9828 0.12
H 3.3512 1.1944 -0.6642 0.11
H 1.9529 1.1343 4.4948 0.09
H -2.4649 1.0676 2.0572 0.07
H -1.6463 0.7890 -1.9588 0.07
H -2.7895 -3.3193 -3.4073 0.11
H 2.2875 -0.2467 5.5751 0.11
H 0.1343 -3.3819 -4.5466 0.10
H -1.7659 1.3074 -0.2668 0.02
H -1.6781 -4.1078 -1.1329 0.08
H -5.7720 -1.7763 0.8557 0.14
H 2.2852 -0.9500 -2.9835 0.13
H 2.6358 -1.3897 3.5389 0.15
H -0.9722 -1.7261 5.3632 0.09
H 0.3842 0.6829 -3.5513 0.07
H 2.8590 2.9732 -1.5956 0.08
H -0.6936 -2.2228 -5.6131 0.10
H 0.4273 5.7912 -1.3581 0.10
H -0.0405 4.0352 -2.8964 0.10
H -1.2163 2.8640 -3.5074 0.10
H -0.8567 1.7548 2.3667 0.09
H 1.1629 1.0278 6.0588 0.11
H 2.7976 -2.3204 1.3361 0.12
H -1.5463 -2.2967 3.2413 0.10
H -0.2614 0.2169 -5.1339 0.11
H 4.2031 -1.2683 1.4679 0.16
H -3.0332 -1.7367 -2.6591 0.05
H -4.5107 -2.9392 0.6588 0.12
H -0.0281 -0.8729 6.5660 0.11
H -5.2902 0.4958 0.5424 0.14
H 1.9561 0.4772 -2.0046 0.10
H -0.9769 -4.6208 -2.6709 0.11
H 1.0698 -2.3052 -5.5852 0.11
H 2.3355 2.8963 0.8022 0.11
H 2.7986 -2.2199 -0.8680 0.13
H 3.9428 0.9952 0.9772 0.15
H -2.7292 2.1191 -1.5243 0.11
H -2.5496 -1.0117 3.9693 0.10
H 1.7071 1.6470 1.8471 0.09
H -0.6699 -3.0752 0.6486 0.04
H -1.7547 4.1999 -2.4778 0.11
H -3.7334 0.9509 -0.0385 0.06
H 0.0711 -3.9482 -1.4224 0.08
H 1.4734 0.0946 -4.8290 0.11
H -1.3968 -0.0505 5.8172 0.11
H 3.9637 -0.9544 -1.2525 0.16
H -2.7502 -1.4536 2.2751 0.02
H -2.1346 -1.8740 -4.1711 0.08
H 2.6043 4.6525 -2.0512 0.11
H 3.1276 4.2783 -0.4141 0.10
```

Calculated values
**HOMO-LUMO gap (alpha / beta)**: 6.7 / 5.9 eV
**Total energy**: -2266.53804 Ha
**<S²>**: 0.758
**2S+1**: 2
**Charge**: +3
**Energy above the lowest of the compared OMol25 structures with the same formula, charge and spin**: 142.9 kJ/mol